# 1
{
  "formula": "C48H29AsF4GeN4O3PPbS5",
  "method": "ωB97M-V/def2-TZVPD",
  "species": ["Pb", "O", "S", "O", "O", "C", "C", "C", "C", "C", "C", "P", "C", "C", "C", "C", "C", "C", "C", "C", "C", "C", "C", "C", "H", "H", "H", "H", "H", "H", "H", "H", "H", "H", "H", "H", "H", "H", "S", "As", "S", "S", "S", "C", "C", "C", "C", "C", "C", "Ge", "C", "C", "C", "C", "C", "C", "C", "C", "C", "C", "C", "C", "H", "H", "H", "H", "H", "H", "H", "H", "H", "H", "H", "H", "H", "H", "H", "F", "C", "C", "F", "C", "C", "C", "F", "C", "C", "C", "N", "C", "N", "F", "C", "C", "N", "C", "N"],
  "coordinates": [[1.2226, 0.0625, 0.1205], [-3.2884, -0.5563, -1.6488], [-2.0794, -0.8517, -0.9238], [-1.1007, -1.6968, -1.5700], [-1.4172, 0.3806, -0.3878], [-2.5933, -1.7397, 0.5465], [-3.9369, -1.6482, 0.8879], [-4.4212, -2.2908, 2.0163], [-3.5560, -3.0375, 2.7985], [-2.2178, -3.1471, 2.4460], [-1.7086, -2.5112, 1.3143], [0.0881, -2.6034, 0.9226], [0.8202, -3.3855, 2.4059], [0.7400, -4.7570, 2.6554], [1.3467, -5.3020, 3.7766], [2.0521, -4.4839, 4.6514], [2.1540, -3.1248, 4.3995], [1.5425, -2.5745, 3.2802], [0.2257, -3.9627, -0.2863], [1.5122, -4.3038, -0.6993], [1.6996, -5.3164, -1.6289], [0.6061, -5.9929, -2.1529], [-0.6775, -5.6459, -1.7523], [-0.8680, -4.6318, -0.8240], [-4.5914, -1.0759, 0.2447], [-5.4682, -2.2053, 2.2806], [-3.9149, -3.5426, 3.6869], [-1.5589, -3.7331, 3.0725], [0.2126, -5.4020, 1.9631], [1.2815, -6.3683, 3.9595], [2.5365, -4.9132, 5.5206], [2.7244, -2.4822, 5.0581], [1.6398, -1.5152, 3.0827], [2.3653, -3.7637, -0.3018], [2.7034, -5.5640, -1.9509], [0.7525, -6.7788, -2.8843], [-1.5359, -6.1556, -2.1734], [-1.8728, -4.3473, -0.5348], [1.1577, 3.7444, 4.0099], [1.9212, 2.0510, 3.0181], [0.2453, 0.7141, 2.4485], [2.4349, 2.6887, 0.8516], [3.5745, 1.0269, 3.7523], [-4.4438, 2.5966, -4.1659], [-3.1198, 2.1896, -4.2657], [-2.3090, 2.2176, -3.1407], [-2.7998, 2.6562, -1.9138], [-4.1320, 3.0580, -1.8248], [-4.9507, 3.0281, -2.9460], [-1.6217, 2.6979, -0.3868], [-2.5622, 2.5829, 1.2919], [-3.6026, 1.6606, 1.3991], [-4.2719, 1.4870, 2.5997], [-3.9070, 2.2395, 3.7105], [-2.8829, 3.1690, 3.6099], [-2.2191, 3.3475, 2.4025], [0.0143, 3.4294, -0.6198], [0.5004, 3.9423, -1.9384], [2.8108, 5.0269, -1.4099], [2.3809, 5.6870, -0.2507], [1.4387, 5.1776, 0.5990], [0.9031, 3.7669, 0.5527], [-5.0868, 2.5665, -5.0378], [-2.7079, 1.8357, -5.2024], [-1.2919, 1.8569, -3.2195], [-4.5366, 3.3877, -0.8737], [-5.9871, 3.3351, -2.8668], [-3.8787, 1.0584, 0.5404], [-5.0598, 0.7465, 2.6751], [-4.4109, 2.0869, 4.6576], [-2.5663, 3.7370, 4.4755], [-1.3974, 4.0514, 2.3632], [-0.0594, 4.7249, -2.4495], [3.7523, 5.1927, -1.9082], [2.8847, 6.6094, 0.0142], [1.1731, 5.7411, 1.4855], [0.3487, 3.6085, 1.4769], [3.3504, -2.1672, -2.3961], [3.6836, -0.8738, -2.5181], [2.8227, -0.0634, -3.2314], [1.7079, -0.6140, -3.7280], [3.0120, 1.3136, -3.3080], [4.1957, 1.7875, -2.7548], [5.0360, 0.9818, -2.0106], [6.0716, 1.5545, -1.3862], [4.7643, -0.3684, -1.8048], [5.3054, -1.1482, -0.6682], [4.2821, -1.4226, 0.2333], [3.2851, -1.5116, 0.8348], [6.6531, -1.4826, -0.4833], [7.7663, -1.7796, -0.3532], [4.4762, 3.1062, -2.8384], [1.8659, 2.1886, -3.6274], [0.9188, 1.8201, -4.6254], [0.1815, 1.5982, -5.4854], [1.5172, 3.2038, -2.7766], [1.9501, 4.1209, -1.9566]],
  "forces_ev_per_a": [[-0.032, 0.013, 0.014], [-0.001, 0.056, 0.017], [0.008, -0.088, 0.029], [-0.029, 0.032, -0.030], [0.114, 0.106, -0.006], [-0.094, -0.067, 0.004], [0.066, -0.072, -0.042], [0.023, -0.027, 0.001], [0.020, 0.011, -0.031], [-0.051, 0.020, 0.040], [-0.007, 0.048, 0.050], [0.018, -0.012, 0.002], [0.053, 0.025, 0.030], [0.040, 0.036, 0.010], [-0.017, -0.016, -0.035], [0.007, 0.006, 0.000], [-0.012, 0.008, 0.014], [-0.044, -0.055, -0.009], [-0.049, -0.008, 0.012], [-0.014, -0.012, -0.016], [-0.004, 0.014, 0.021], [-0.013, 0.017, 0.013], [0.035, 0.007, 0.003], [0.003, -0.034, 0.002], [-0.006, -0.015, 0.010], [0.002, -0.003, -0.004], [-0.007, 0.010, 0.000], [0.008, 0.034, -0.026], [-0.023, -0.010, -0.028], [-0.004, 0.006, 0.000], [0.001, 0.003, -0.002], [-0.014, 0.025, -0.013], [0.045, -0.003, 0.045], [-0.007, -0.005, 0.005], [-0.007, -0.002, -0.005], [0.003, 0.006, 0.002], [0.007, 0.000, 0.003], [0.034, -0.020, 0.000], [-0.009, -0.049, -0.041], [0.010, 0.132, 0.039], [-0.082, -0.092, -0.011], [0.052, -0.015, 0.062], [0.001, -0.044, -0.059], [0.010, -0.003, 0.004], [0.007, 0.013, 0.064], [-0.041, -0.026, -0.020], [-0.044, -0.004, -0.061], [0.040, 0.019, -0.019], [0.043, -0.016, -0.014], [-0.117, -0.219, -0.021], [-0.035, 0.048, 0.015], [-0.038, 0.023, -0.019], [0.014, 0.037, 0.046], [-0.002, -0.015, -0.040], [0.019, 0.024, -0.039], [-0.012, -0.034, 0.067], [0.134, 0.110, 0.020], [-0.018, -0.062, 0.045], [-0.018, -0.003, 0.031], [0.009, -0.007, -0.024], [-0.026, -0.032, -0.010], [0.013, -0.016, -0.030], [0.000, 0.004, 0.001], [-0.013, 0.012, -0.002], [0.030, 0.009, -0.030], [0.003, -0.002, 0.000], [0.000, 0.000, 0.001], [0.028, 0.057, 0.005], [0.001, 0.013, 0.006], [0.002, 0.003, 0.004], [0.001, -0.008, -0.001], [-0.043, -0.002, 0.019], [0.019, 0.018, -0.023], [-0.018, -0.001, -0.007], [-0.001, -0.003, 0.002], [-0.001, 0.012, -0.005], [0.039, 0.004, -0.026], [-0.005, 0.005, -0.025], [-0.102, 0.013, -0.052], [0.023, 0.002, 0.027], [-0.025, 0.011, -0.016], [-0.048, 0.025, -0.034], [0.029, 0.017, 0.040], [0.064, 0.019, -0.010], [-0.017, -0.018, -0.027], [0.108, 0.039, 0.175], [-0.010, -0.067, -0.147], [0.043, 0.125, 0.029], [-0.020, -0.088, -0.069], [-0.036, 0.008, 0.083], [-0.007, 0.030, -0.034], [0.024, -0.054, -0.025], [-0.052, -0.048, -0.015], [0.004, 0.023, 0.118], [-0.022, -0.008, -0.003], [0.028, 0.013, -0.058], [0.013, 0.035, 0.035]],
  "lowdin_spin": [0.004, 0.000, 0.001, 0.000, 0.005, 0.000, 0.000, 0.000, 0.000, 0.000, 0.000, 0.000, 0.000, 0.000, 0.000, 0.000, 0.000, 0.000, 0.000, 0.000, 0.000, 0.000, 0.000, 0.000, 0.000, 0.000, 0.000, 0.000, 0.000, 0.000, 0.000, 0.000, 0.000, 0.000, 0.000, 0.000, 0.000, 0.000, 0.001, 0.001, 0.001, 0.022, 0.000, 0.001, 0.000, 0.001, 0.002, 0.001, 0.000, 0.017, 0.001, 0.001, 0.000, 0.001, 0.000, 0.001, 0.039, 0.022, 0.323, 0.015, 0.277, 0.023, 0.000, 0.000, 0.000, 0.000, 0.000, 0.000, 0.000, 0.000, 0.000, 0.000, 0.004, 0.019, -0.004, 0.014, 0.000, -0.001, -0.001, 0.008, 0.001, 0.006, 0.006, -0.001, -0.001, 0.007, 0.002, 0.000, 0.001, 0.000, 0.001, 0.003, 0.069, 0.013, 0.035, 0.022, 0.039],
  "max_force_ev_per_a": 0.25,
  "multiplicity": 2,
  "total_energy_ev": -259286.89717,
  "charge": -2
}

# 2
{
  "formula": "C48H30Br2MnN6O4S2",
  "method": "ωB97M-V/def2-TZVPD",
  "species": ["Mn", "O", "C", "O", "C", "C", "C", "N", "C", "C", "C", "C", "C", "C", "C", "N", "C", "C", "C", "C", "C", "N", "H", "H", "H", "H", "H", "H", "H", "H", "H", "H", "S", "C", "C", "C", "C", "C", "C", "N", "C", "C", "C", "C", "C", "C", "C", "C", "N", "C", "C", "C", "C", "C", "S", "C", "H", "H", "H", "H", "H", "H", "H", "H", "H", "H", "H", "H", "Br", "C", "C", "C", "C", "C", "N", "H", "H", "H", "H", "Br", "C", "C", "C", "C", "C", "C", "C", "O", "O", "H", "H", "H", "H"],
  "coordinates": [[-0.2330, 0.1837, 0.4680], [-6.0071, -3.7025, 0.1643], [-5.4303, -3.3318, 1.2159], [-5.7731, -3.3602, 2.4227], [-4.0174, -2.7156, 0.9758], [-3.2065, -2.3470, 2.0316], [-1.9715, -1.7912, 1.7676], [-1.5351, -1.5435, 0.5374], [-2.3135, -1.8800, -0.4788], [-3.5453, -2.4871, -0.2999], [-1.7917, -1.5204, -1.8364], [-2.4587, -1.8862, -2.9973], [-1.9584, -1.4858, -4.2207], [-0.7773, -0.7651, -4.2526], [-0.1702, -0.4700, -3.0476], [-0.6698, -0.8130, -1.8579], [-1.0176, -1.4074, 2.8361], [-1.1437, -1.8315, 4.1495], [-0.2150, -1.4088, 5.0810], [0.8449, -0.6164, 4.6674], [0.9210, -0.2715, 3.3356], [-0.0001, -0.6384, 2.4405], [-3.5860, -2.4992, 3.0360], [-4.1797, -2.7830, -1.1258], [-3.3630, -2.4786, -2.9401], [-2.4815, -1.7341, -5.1367], [-0.3331, -0.4408, -5.1859], [0.7729, 0.0733, -3.0420], [-1.9554, -2.4941, 4.4307], [-0.3109, -1.7012, 6.1197], [1.5989, -0.2686, 5.3629], [1.7301, 0.3427, 2.9619], [6.2878, -2.4916, 0.8870], [6.3271, -4.0186, 1.6472], [5.0770, -4.4650, 1.9332], [4.0664, -3.5436, 1.5264], [4.5693, -2.4194, 0.9403], [3.8201, -1.2637, 0.3939], [2.4270, -1.1907, 0.5944], [1.6701, -0.2303, 0.1303], [2.2585, 0.7643, -0.5789], [3.6222, 0.7980, -0.8171], [4.1666, 1.8958, -1.5750], [3.3744, 2.8676, -2.0711], [1.9466, 2.8375, -1.8688], [1.0634, 3.7898, -2.4143], [-0.2845, 3.6725, -2.2314], [-0.7299, 2.5814, -1.4509], [0.0769, 1.7060, -0.9055], [1.4045, 1.8070, -1.1180], [-1.2508, 4.6361, -2.8155], [-0.9880, 5.7566, -3.5478], [-2.1619, 6.4584, -3.9449], [-3.2962, 5.8521, -3.5054], [-2.9504, 4.4424, -2.6169], [4.4055, -0.2548, -0.3100], [7.2764, -4.5015, 1.8385], [4.8714, -5.4153, 2.4130], [3.0035, -3.7294, 1.6597], [1.9071, -1.9655, 1.1396], [5.2376, 1.9191, -1.7468], [3.7982, 3.6850, -2.6472], [1.4688, 4.6124, -2.9966], [-1.7868, 2.4265, -1.2570], [0.0153, 6.0871, -3.7982], [-2.1563, 7.3723, -4.5258], [-4.3249, 6.1514, -3.6569], [5.4753, -0.2647, -0.4978], [-0.0302, -4.4574, 0.8512], [0.9032, -4.2850, -0.7974], [0.9043, -5.3636, -1.6747], [1.6180, -5.2221, -2.8517], [2.2823, -4.0300, -3.1077], [2.1915, -3.0195, -2.1703], [1.5084, -3.1444, -1.0213], [0.3566, -6.2651, -1.4404], [1.6536, -6.0398, -3.5642], [2.8586, -3.8907, -4.0163], [2.6848, -2.0611, -2.3257], [-4.0527, 6.2904, 5.0376], [-3.1585, 4.9686, 4.0193], [-3.8702, 3.8763, 3.5558], [-3.2120, 2.9147, 2.8029], [-1.8591, 3.0451, 2.5287], [-1.1558, 4.1461, 3.0075], [-1.8047, 5.1210, 3.7552], [-1.1568, 1.9959, 1.7280], [0.1151, 1.9418, 1.6806], [-1.8481, 1.1432, 1.0896], [-4.9244, 3.7801, 3.7790], [-3.7487, 2.0505, 2.4289], [-0.0968, 4.2267, 2.7886], [-1.2693, 5.9867, 4.1284]],
  "forces_ev_per_a": [[0.496, -0.105, 1.138], [0.435, 0.300, 0.861], [-0.425, -0.226, 0.056], [0.265, -0.003, -0.969], [-0.403, -0.120, 0.063], [0.008, -0.134, 0.309], [0.174, -0.005, 0.583], [0.012, 0.501, -0.242], [-0.091, -0.012, -0.734], [-0.044, -0.127, -0.315], [-0.254, -0.179, 0.521], [-0.281, -0.194, -0.266], [-0.155, -0.122, -0.025], [0.140, 0.053, -0.057], [0.152, 0.052, 0.143], [0.292, 0.029, -0.368], [-0.124, -0.080, -0.177], [-0.142, -0.169, 0.297], [-0.062, -0.102, 0.079], [0.106, 0.006, 0.109], [-0.040, 0.126, -0.186], [-0.034, -0.221, -0.192], [0.014, 0.002, -0.099], [-0.028, 0.023, 0.107], [0.067, 0.103, -0.045], [0.028, -0.026, 0.055], [-0.015, -0.016, 0.071], [-0.093, 0.024, 0.070], [0.084, 0.163, -0.016], [0.010, -0.016, -0.048], [-0.047, -0.043, -0.066], [-0.047, 0.062, -0.022], [0.150, 0.176, -0.071], [0.128, -0.045, -0.004], [-0.273, -0.009, 0.020], [-0.198, -0.326, 0.134], [-0.187, 0.350, -0.170], [0.048, -0.695, 0.448], [-0.188, -0.397, 0.261], [0.439, 0.235, -0.319], [-0.432, 0.443, -0.226], [0.396, 0.203, -0.163], [0.113, -0.104, 0.019], [-0.129, 0.148, -0.104], [0.336, 0.344, -0.237], [0.655, 0.102, -0.146], [-0.722, 0.163, -0.063], [-0.219, 0.028, 0.061], [0.030, -0.140, -0.430], [0.244, -0.469, 0.192], [0.160, -0.367, 0.243], [0.111, 0.292, -0.171], [0.240, 0.038, -0.027], [-0.140, 0.006, -0.027], [-0.053, -0.197, 0.138], [0.373, 0.369, -0.327], [-0.151, 0.057, -0.018], [0.023, 0.143, -0.066], [0.204, 0.017, -0.026], [0.069, 0.103, 0.084], [-0.064, 0.008, 0.019], [-0.042, -0.082, 0.063], [0.005, -0.112, 0.053], [0.025, 0.008, 0.034], [-0.169, -0.033, 0.029], [0.014, -0.104, 0.056], [0.164, -0.012, 0.015], [-0.061, 0.073, -0.014], [0.134, -0.094, -0.006], [-0.026, -0.053, -0.103], [-0.022, -0.005, -0.083], [-0.094, -0.162, 0.016], [0.077, 0.090, -0.087], [-0.147, 0.023, 0.259], [0.180, -0.183, -0.392], [0.051, 0.006, 0.013], [-0.005, 0.082, 0.069], [-0.086, 0.005, 0.111], [-0.049, -0.095, 0.038], [-0.008, 0.018, 0.017], [0.107, 0.065, 0.000], [-0.043, -0.074, -0.046], [-0.223, -0.052, 0.010], [0.294, -0.016, -0.061], [-0.007, 0.066, 0.070], [0.104, -0.080, -0.084], [0.195, 0.139, 0.058], [-0.932, 0.001, -0.039], [-0.343, 0.614, 0.357], [0.039, -0.014, -0.011], [0.044, 0.051, 0.007], [-0.079, 0.007, 0.030], [-0.057, -0.096, -0.039]],
  "lowdin_spin": [0.962, 0.000, 0.000, 0.000, 0.000, -0.001, 0.000, 0.011, 0.003, 0.001, 0.002, 0.001, -0.001, 0.001, 0.002, 0.031, 0.001, 0.001, -0.001, -0.001, -0.002, 0.001, 0.000, 0.000, 0.000, 0.000, 0.000, 0.000, 0.000, 0.000, 0.000, 0.000, 0.000, 0.000, 0.000, 0.000, 0.000, 0.000, -0.002, -0.002, 0.000, 0.000, -0.001, 0.000, 0.000, 0.003, 0.000, 0.003, 0.001, 0.003, 0.000, 0.000, 0.000, 0.000, 0.000, -0.002, 0.000, 0.000, 0.000, 0.000, 0.000, 0.000, 0.000, 0.000, 0.000, 0.000, 0.000, 0.000, 0.000, 0.000, 0.000, 0.000, 0.000, 0.000, 0.000, 0.000, 0.000, 0.000, 0.000, 0.000, 0.000, 0.000, -0.001, -0.001, 0.000, 0.000, 0.000, -0.009, -0.002, 0.000, 0.000, 0.000, 0.000],
  "max_force_ev_per_a": 1.25,
  "multiplicity": 2,
  "total_energy_ev": -260472.33748,
  "charge": 0
}

What are the ΔE to the lowest compared entry with this formula, charge and spin values for these records? In order: 308.36, 95.51 kJ/mol.